C8H19N3O2 | ωB97M-V/def2-TZVPD

Results
gap between HOMO and LUMO = 0.35713 hartree
E_LUMO = 0.433 eV
E_HOMO = -9.28 eV
F_max = 4.66 eV/Å

```
32
Properties=species:S:1:pos:R:3:forces:R:3:lowdin_charge:R:1
C 1.713 0.650 -1.008 -0.90 -0.76 -0.19 -0.590
C 0.824 -3.364 -1.939 -0.41 0.61 2.17 -0.046
C -3.031 2.072 -1.013 0.93 0.27 3.62 -0.091
C 1.311 1.838 3.169 1.90 -3.11 -0.70 -0.076
C 0.626 -2.436 -0.678 0.43 -0.73 -0.81 -0.235
C -2.207 0.981 -1.510 0.76 -2.21 -4.03 -0.248
C 1.243 0.324 2.886 -0.70 -0.37 1.02 -0.328
C 0.096 -0.057 -1.075 1.58 1.80 -0.39 -0.231
N -0.232 -1.290 -0.970 -3.15 -2.40 0.90 0.068
N -0.763 0.904 -1.243 -0.55 2.69 -0.47 0.072
N 0.160 0.123 1.880 1.76 -2.68 0.12 -0.011
O 2.498 -0.064 -0.406 -0.10 0.51 -0.35 0.020
O 1.668 1.743 -1.573 0.21 -0.51 0.48 0.006
H 1.104 -4.402 -1.609 -0.13 1.10 -0.55 0.088
H -0.207 -3.334 -2.280 0.16 -0.60 -1.06 0.056
H 1.552 -2.886 -2.610 -0.45 -0.45 0.06 0.079
H -2.373 2.892 -0.778 -0.05 0.67 0.27 0.083
H -3.758 2.398 -1.679 -1.29 0.37 -1.20 0.058
H -3.485 1.686 -0.073 -0.01 0.94 -0.40 0.099
H 2.034 2.222 2.476 0.33 0.83 0.07 0.079
H 0.396 2.263 3.100 -3.08 1.27 -1.09 0.032
H 1.473 1.978 4.179 1.50 0.56 2.11 0.044
H 0.233 -2.931 0.173 -1.35 -1.05 0.39 0.099
H 1.530 -2.176 -0.204 1.46 1.24 -0.30 0.083
H -2.689 0.060 -1.261 -0.01 -0.88 0.30 0.093
H -2.342 1.029 -2.650 0.64 -0.34 1.20 0.147
H 1.111 -0.347 3.765 -1.02 0.87 -0.01 0.101
H 2.203 -0.117 2.635 0.50 0.61 -1.10 0.088
H -1.306 -1.480 -0.846 2.74 0.29 -0.47 0.199
H -0.210 1.751 -1.531 -0.47 -0.63 0.49 0.146
H 0.402 0.829 1.189 -0.23 -0.44 -0.40 0.028
H 0.429 -0.860 1.485 -0.97 2.54 0.33 0.084
```
Positions in Å, forces in eV/Å.



C14H14BrClNO4Pd | ωB97M-V/def2-TZVPD

Results
gap between HOMO and LUMO (alpha / beta) = 0.29686 / 0.20283 hartree
net charge = +1
E_LUMO (alpha / beta) = -3.734 / -6.283 eV
E_HOMO (alpha / beta) = -11.81 / -11.80 eV
F_max = 1.89 eV/Å
multiplicity = 3

```
36
Properties=species:S:1:pos:R:3:forces:R:3:lowdin_charge:R:1
Pd -0.355 -0.668 0.087 0.38 0.57 -0.28 0.749
O 5.842 -2.361 -0.034 0.57 -0.24 -0.02 0.116
C 4.598 -1.906 0.008 -0.97 0.40 0.04 -0.303
C 4.262 -0.547 0.039 0.15 -0.18 0.00 0.020
C 2.933 -0.183 0.090 0.15 -0.04 0.01 -0.113
N 1.941 -1.073 0.106 -0.69 -0.39 -0.02 -0.067
C 2.269 -2.363 0.068 -0.10 0.13 0.04 -0.710
Br 0.762 -3.511 0.088 0.61 -0.32 0.06 0.853
C 3.554 -2.843 0.024 0.34 0.07 -0.01 -0.015
H 6.504 -1.655 -0.037 -0.23 -0.05 0.00 0.134
H 5.034 0.206 0.024 0.04 0.10 0.01 0.120
H 2.627 0.855 0.113 0.09 -0.10 -0.01 0.097
H 3.778 -3.896 0.004 -0.03 -0.12 -0.01 0.124
Cl -1.670 6.749 0.063 0.10 -0.41 0.01 0.781
C -1.095 5.132 0.033 0.40 0.61 0.01 -0.621
C 0.291 4.889 0.025 0.15 -0.04 0.02 -0.055
C 0.760 3.610 -0.039 0.27 0.34 -0.09 0.050
C -0.112 2.476 -0.104 0.42 -0.66 -0.24 -0.293
O 0.403 1.325 -0.265 -0.52 1.09 0.44 -0.053
C -1.527 2.745 -0.020 0.52 1.15 0.02 -0.083
C -2.500 1.693 0.011 -1.21 -1.46 -0.01 -0.148
O -2.317 0.475 0.019 -0.01 1.04 0.05 -0.022
C -1.977 4.073 0.021 -0.31 -1.54 -0.01 -0.018
H 0.975 5.722 0.063 0.04 0.08 0.00 0.122
H 1.822 3.416 -0.060 0.06 -0.01 -0.03 0.129
H -3.546 2.048 0.033 0.09 -0.05 0.00 0.145
H -3.039 4.262 0.048 -0.16 0.05 0.01 0.125
C -3.831 -3.948 0.012 0.17 0.28 0.14 -0.071
C -3.319 -2.529 0.202 -0.34 -0.15 0.07 -0.297
O -1.980 -2.404 -0.293 -0.07 -0.22 -0.29 -0.259
H -4.852 -4.027 0.380 -0.09 -0.03 -0.03 0.083
H -3.212 -4.652 0.563 0.04 -0.07 0.03 0.080
H -3.819 -4.224 -1.043 -0.07 -0.02 -0.05 0.080
H -3.272 -2.271 1.264 -0.03 0.04 -0.22 0.122
H -3.967 -1.815 -0.319 0.08 -0.01 0.18 0.111
H -1.967 -2.803 -1.176 0.16 0.17 0.19 0.084
```
Positions in Å, forces in eV/Å.



C4H5NO | ωB97M-V/def2-TZVPD

Results
gap between HOMO and LUMO = 0.43817 hartree
E_LUMO = 0.846 eV
E_HOMO = -11.08 eV
F_max = 1.19 eV/Å
structure (SMILES) = C[C@H]1O[C@H]1C#N

```
11
Properties=species:S:1:pos:R:3:forces:R:3:lowdin_charge:R:1
C -1.346 -0.284 -0.240 -0.22 -0.14 -0.03 -0.027
C -0.315 0.624 0.342 -0.22 0.16 -0.01 -0.296
O 0.337 0.088 1.493 0.15 0.00 0.25 0.013
C 1.119 0.345 0.350 0.28 0.25 -0.13 -0.269
C 1.679 -0.709 -0.469 0.42 -0.62 -0.93 -0.142
N 2.165 -1.367 -1.287 -0.47 0.38 0.91 0.164
H -2.320 0.142 -0.011 -0.17 -0.15 -0.08 0.081
H -1.278 -0.452 -1.315 0.14 0.19 0.00 0.088
H -1.257 -1.242 0.267 -0.07 -0.14 -0.10 0.094
H -0.582 1.674 0.412 0.03 0.00 0.15 0.144
H 1.798 1.181 0.457 0.13 0.07 -0.02 0.149
```
Positions in Å, forces in eV/Å.



C31H45Cl2InN2OP | ωB97M-V/def2-TZVPD

Results
gap between HOMO and LUMO = 0.13398 hartree
net charge = -1
E_LUMO = 1.788 eV
E_HOMO = -1.86 eV
F_max = 2.67 eV/Å

```
83
Properties=species:S:1:pos:R:3:forces:R:3:lowdin_charge:R:1
P 0.139 -0.994 -4.097 -0.05 0.22 -0.99 1.068
C 1.682 -0.365 -5.020 -0.39 -0.38 0.35 -0.444
C 1.897 -0.756 -6.487 0.07 0.19 -0.19 -0.221
C 3.285 -0.330 -6.975 0.10 -0.05 0.13 -0.200
C 3.604 1.145 -6.694 -0.06 0.13 -0.01 -0.208
C 3.221 1.617 -5.284 -0.13 -0.10 0.16 -0.194
C 1.819 1.152 -4.861 0.26 0.04 -0.03 -0.226
C -1.281 -0.113 -4.973 0.35 -0.22 0.38 -0.445
C -1.116 0.051 -6.476 -0.43 0.21 -0.24 -0.226
C -2.405 0.577 -7.110 -0.02 0.02 0.05 -0.202
C -2.893 1.871 -6.449 0.08 0.16 0.04 -0.208
C -2.869 1.852 -4.912 0.01 -0.13 0.16 -0.191
C -1.593 1.236 -4.309 -0.08 0.04 -0.13 -0.208
C -0.037 -2.671 -4.924 0.05 0.47 -0.11 -0.475
C 1.168 -3.542 -4.546 -0.15 -0.14 -0.05 -0.218
C 1.082 -4.927 -5.200 0.00 0.17 0.02 -0.205
C -0.261 -5.621 -4.966 -0.01 -0.04 0.26 -0.214
C -1.476 -4.728 -5.224 0.04 0.21 -0.04 -0.203
C -1.373 -3.338 -4.580 0.10 -0.13 0.10 -0.222
H 2.477 -0.845 -4.419 -0.03 0.23 -0.13 0.093
H 1.151 -0.260 -7.116 0.29 -0.14 0.11 0.085
H 1.764 -1.832 -6.655 0.12 0.17 0.07 0.094
H 3.347 -0.508 -8.056 0.13 -0.05 0.13 0.103
H 4.043 -0.963 -6.495 -0.06 0.06 -0.03 0.110
H 4.676 1.315 -6.847 -0.07 0.02 -0.05 0.100
H 3.093 1.778 -7.432 -0.07 -0.11 0.08 0.107
H 3.948 1.234 -4.552 -0.12 0.07 -0.12 0.114
H 3.254 2.713 -5.239 0.16 -0.16 0.02 0.107
H 1.623 1.452 -3.821 0.04 -0.06 -0.22 0.087
H 1.073 1.655 -5.495 0.18 -0.09 0.15 0.097
H -2.142 -0.778 -4.792 0.13 0.22 0.03 0.099
H -3.184 -0.195 -7.034 0.09 0.07 0.02 0.111
H -0.838 -0.894 -6.964 -0.06 0.24 0.14 0.100
H -0.315 0.777 -6.673 -0.27 -0.14 0.03 0.094
H -2.228 0.757 -8.178 -0.16 -0.05 0.07 0.104
H -3.913 2.080 -6.788 0.08 0.07 0.01 0.100
H -2.280 2.711 -6.802 0.06 -0.12 0.02 0.108
H -2.981 2.876 -4.533 -0.09 -0.18 -0.05 0.110
H -3.733 1.278 -4.547 0.13 0.06 -0.04 0.112
H -1.715 1.105 -3.223 0.01 0.09 -0.28 0.104
H -0.745 1.925 -4.448 -0.24 -0.14 0.04 0.100
H -0.026 -2.512 -6.018 0.04 -0.16 0.28 0.091
H 2.106 -3.064 -4.864 -0.21 -0.05 0.11 0.096
H 1.223 -3.627 -3.450 -0.08 -0.06 -0.17 0.122
H 1.246 -4.821 -6.282 -0.01 0.05 0.08 0.109
H 1.897 -5.548 -4.814 -0.06 -0.07 -0.12 0.103
H -0.298 -5.983 -3.933 0.00 0.05 0.03 0.110
H -0.325 -6.505 -5.607 -0.01 -0.06 0.06 0.099
H -2.386 -5.219 -4.865 0.07 -0.05 -0.10 0.105
H -1.590 -4.596 -6.309 -0.01 0.01 0.05 0.109
H -2.207 -2.729 -4.953 0.19 -0.14 0.09 0.097
H -1.496 -3.377 -3.487 0.08 -0.15 -0.21 0.066
In -0.054 -0.247 -0.421 -0.85 2.41 0.78 0.133
Cl -1.682 -1.782 -1.204 -0.21 -0.52 0.07 -0.016
Cl 2.142 -0.245 -1.280 0.71 -0.33 -0.13 -0.010
C -0.706 1.606 0.540 0.33 -1.05 0.20 -0.254
H -1.238 1.486 1.498 0.13 -0.29 -0.42 -0.021
C -0.544 2.936 0.139 -0.09 -0.09 -0.45 -0.419
C -1.148 4.011 0.904 0.30 -0.01 -0.37 -0.107
C -1.255 5.286 0.378 0.36 -0.38 -0.40 -0.160
C -0.713 5.581 -0.891 -0.03 0.23 -0.06 -0.183
C 0.022 4.600 -1.586 -0.19 -0.12 0.49 -0.154
C 0.146 3.315 -1.078 -0.30 0.30 0.40 -0.112
H -1.551 3.773 1.892 0.01 0.06 -0.31 0.086
H -1.761 6.071 0.944 0.09 -0.17 -0.12 0.080
H 0.502 4.866 -2.531 -0.09 -0.09 0.20 0.082
H 0.751 2.549 -1.577 -0.26 0.28 0.02 0.056
H -0.849 6.570 -1.323 0.10 -0.12 0.09 0.060
N -1.657 -2.818 5.740 -0.09 0.02 0.06 0.158
C -1.785 -2.472 4.421 -0.82 -0.12 -0.36 -0.481
O -2.866 -2.507 3.839 1.03 -0.05 0.72 0.060
C -0.529 -2.081 3.702 0.40 0.37 -0.33 -0.104
C 0.735 -1.943 4.297 -0.35 0.03 -0.57 -0.007
C 1.808 -1.537 3.507 -0.15 0.04 -0.18 -0.040
C 1.599 -1.217 2.164 -0.57 -0.26 0.35 -0.102
N 0.384 -1.325 1.594 -0.04 -0.66 1.00 -0.017
C -0.656 -1.774 2.341 0.70 0.32 -0.39 -0.032
H -2.506 -2.985 6.257 0.02 0.04 -0.17 0.108
H -0.832 -2.626 6.283 -0.09 0.01 -0.22 0.080
H 0.878 -2.141 5.357 0.10 0.01 -0.22 0.103
H 2.809 -1.443 3.912 -0.12 0.01 0.05 0.106
H 2.421 -0.870 1.537 -0.33 -0.01 0.01 0.089
H -1.613 -1.869 1.818 0.33 0.04 0.29 0.112
```
Positions in Å, forces in eV/Å.



CH7N2S | ωB97M-V/def2-TZVPD

Results
gap between HOMO and LUMO = 0.25867 hartree
net charge = -1
E_LUMO = 4.297 eV
E_HOMO = -2.74 eV
F_max = 2.67 eV/Å

```
11
Properties=species:S:1:pos:R:3:forces:R:3:lowdin_charge:R:1
S -2.287 1.506 -1.446 -0.48 -0.10 -0.53 -0.317
H -1.321 1.602 -0.558 0.42 0.17 0.29 -0.564
N 0.549 -1.261 -0.694 0.28 0.84 -0.35 -0.028
C 0.976 -0.268 0.345 -1.16 -0.61 1.90 -0.349
N -0.057 0.267 1.287 2.57 -0.17 -0.71 -0.018
H 0.588 -0.748 -1.564 -0.14 -0.09 -0.33 0.030
H -0.425 -1.597 -0.687 0.54 0.74 0.71 0.055
H 1.340 0.695 0.004 0.78 -0.51 -1.04 0.094
H 1.726 -0.793 0.974 -0.15 0.49 -0.44 0.079
H -0.651 -0.484 1.508 -1.55 -0.31 0.24 0.029
H -0.438 1.079 0.831 -1.10 -0.44 0.24 -0.012
```
Positions in Å, forces in eV/Å.



Copy entry 2 word for word.
C14H14BrClNO4Pd | ωB97M-V/def2-TZVPD

Results
gap between HOMO and LUMO (alpha / beta) = 0.29686 / 0.20283 hartree
net charge = +1
E_LUMO (alpha / beta) = -3.734 / -6.283 eV
E_HOMO (alpha / beta) = -11.81 / -11.80 eV
F_max = 1.89 eV/Å
multiplicity = 3

```
36
Properties=species:S:1:pos:R:3:forces:R:3:lowdin_charge:R:1
Pd -0.355 -0.668 0.087 0.38 0.57 -0.28 0.749
O 5.842 -2.361 -0.034 0.57 -0.24 -0.02 0.116
C 4.598 -1.906 0.008 -0.97 0.40 0.04 -0.303
C 4.262 -0.547 0.039 0.15 -0.18 0.00 0.020
C 2.933 -0.183 0.090 0.15 -0.04 0.01 -0.113
N 1.941 -1.073 0.106 -0.69 -0.39 -0.02 -0.067
C 2.269 -2.363 0.068 -0.10 0.13 0.04 -0.710
Br 0.762 -3.511 0.088 0.61 -0.32 0.06 0.853
C 3.554 -2.843 0.024 0.34 0.07 -0.01 -0.015
H 6.504 -1.655 -0.037 -0.23 -0.05 0.00 0.134
H 5.034 0.206 0.024 0.04 0.10 0.01 0.120
H 2.627 0.855 0.113 0.09 -0.10 -0.01 0.097
H 3.778 -3.896 0.004 -0.03 -0.12 -0.01 0.124
Cl -1.670 6.749 0.063 0.10 -0.41 0.01 0.781
C -1.095 5.132 0.033 0.40 0.61 0.01 -0.621
C 0.291 4.889 0.025 0.15 -0.04 0.02 -0.055
C 0.760 3.610 -0.039 0.27 0.34 -0.09 0.050
C -0.112 2.476 -0.104 0.42 -0.66 -0.24 -0.293
O 0.403 1.325 -0.265 -0.52 1.09 0.44 -0.053
C -1.527 2.745 -0.020 0.52 1.15 0.02 -0.083
C -2.500 1.693 0.011 -1.21 -1.46 -0.01 -0.148
O -2.317 0.475 0.019 -0.01 1.04 0.05 -0.022
C -1.977 4.073 0.021 -0.31 -1.54 -0.01 -0.018
H 0.975 5.722 0.063 0.04 0.08 0.00 0.122
H 1.822 3.416 -0.060 0.06 -0.01 -0.03 0.129
H -3.546 2.048 0.033 0.09 -0.05 0.00 0.145
H -3.039 4.262 0.048 -0.16 0.05 0.01 0.125
C -3.831 -3.948 0.012 0.17 0.28 0.14 -0.071
C -3.319 -2.529 0.202 -0.34 -0.15 0.07 -0.297
O -1.980 -2.404 -0.293 -0.07 -0.22 -0.29 -0.259
H -4.852 -4.027 0.380 -0.09 -0.03 -0.03 0.083
H -3.212 -4.652 0.563 0.04 -0.07 0.03 0.080
H -3.819 -4.224 -1.043 -0.07 -0.02 -0.05 0.080
H -3.272 -2.271 1.264 -0.03 0.04 -0.22 0.122
H -3.967 -1.815 -0.319 0.08 -0.01 0.18 0.111
H -1.967 -2.803 -1.176 0.16 0.17 0.19 0.084
```
Positions in Å, forces in eV/Å.